--- w ---
# C6H30N2O8

9 unconnected molecules or ions with the total composition C6H30N2O8 (ωB97M-V with the def2-TZVPD basis set, the OMol25 dataset).

Last column: Mulliken charge in e.
Positions of all 46 atoms, in Å:
C1 0.0305 1.8633 0.6007  -0.649
N1 1.2516 1.2600 0.0859  0.166
C2 2.2730 2.1722 -0.4077  -1.010
C3 2.8743 1.4269 -1.6639  -0.626
C4 1.7129 0.5890 -2.1975  -0.524
C5 1.0297 0.1610 -0.8408  0.453
C6 1.6593 -1.1945 -0.0789  -0.734
N2 2.3799 -0.8904 1.1346  -0.530
H1 0.2449 2.6089 1.3884  0.324
H2 -0.4978 1.0547 1.1297  -0.031
H3 -0.5824 2.3581 -0.2270  0.320
H4 2.9309 2.3669 0.4670  0.356
H5 2.0349 3.1862 -0.7051  0.356
H6 3.8363 0.8275 -1.5411  0.225
H7 3.1975 2.1073 -2.5106  0.421
H8 1.1239 1.3450 -2.7606  0.254
H9 1.9711 -0.2170 -2.8436  0.491
H10 -0.0659 -0.1982 -0.9096  0.183
H11 2.2168 -1.7005 -0.8586  0.158
H12 0.8015 -1.8770 0.1503  0.069
H13 3.2893 -0.5478 0.8804  0.315
H14 1.8732 -0.0956 1.6103  0.252
O1 1.1150 -3.0863 2.0801  -0.798
H15 1.3804 -2.6646 2.9394  0.355
H16 1.8767 -2.7725 1.5492  0.392
O2 -1.4820 1.6497 -2.8669  -0.663
H17 -1.0803 1.0389 -2.1694  0.019
H18 -2.1350 1.0991 -3.3364  0.363
O3 -2.9910 1.6188 -0.5467  -0.808
H19 -2.2950 1.8365 -1.1762  0.357
H20 -3.0187 0.6775 -0.6358  0.415
O4 -1.4249 -2.5563 1.6631  -0.706
H21 -0.4556 -2.6485 1.8640  0.436
H22 -1.7945 -1.8032 2.0470  0.232
O5 -2.4243 1.6233 2.0500  -0.693
H23 -3.2993 1.3533 2.2395  0.303
H24 -2.5402 1.6495 1.0492  0.508
O6 -1.9867 -3.2525 -0.7048  -0.664
H25 -1.6815 -4.0810 -0.9213  0.264
H26 -1.7441 -2.9892 0.2325  0.416
O7 -0.5565 -0.0238 3.1512  -0.568
H27 -1.3463 0.4384 2.8242  0.365
H28 -0.5035 0.1433 4.1232  0.251
O8 -2.4406 -0.9378 -1.5289  -0.636
H29 -2.4407 -1.0000 -2.4953  0.286
H30 -2.3168 -1.9184 -1.3333  0.334

Results
Charge: 0
HOMO level in eV: -8.25

---

--- x ---
# C6H30N2O8

9 unconnected molecules or ions with the total composition C6H30N2O8 (ωB97M-V with the def2-TZVPD basis set, the OMol25 dataset).

Last column: Mulliken charge in e.
Positions of all 46 atoms, in Å:
C1 2.1557 1.6166 0.7925  -1.072
C2 0.8823 1.4691 0.4325  1.120
C3 -0.2813 2.1226 1.1478  -0.993
C4 -1.3198 1.1292 1.6614  -0.591
C5 -1.8884 0.2172 0.5388  -0.372
N1 -1.1874 -1.0962 0.5729  0.010
C6 -1.4612 -1.9223 -0.6173  -0.765
N2 -0.3356 -1.9355 -1.5436  -0.344
H1 2.4541 2.2255 1.6378  0.322
H2 2.9941 1.1754 0.2171  0.231
H3 0.5840 0.8511 -0.4378  -0.185
H4 -0.6760 2.8486 0.4026  0.208
H5 0.1109 2.7642 1.9633  0.439
H6 -2.1536 1.6170 2.1587  0.391
H7 -0.8969 0.5220 2.4843  0.204
H8 -3.0203 0.0281 0.7197  0.471
H9 -1.8215 0.7367 -0.4179  0.240
H10 -0.1341 -0.9368 0.7045  -0.168
H11 -2.3576 -1.5295 -1.1505  0.466
H12 -1.7356 -2.9625 -0.2652  0.287
H13 -0.2833 -2.6960 -2.1675  0.173
H14 0.5152 -1.8717 -0.9659  0.116
O1 1.4520 0.4942 -2.8398  -0.823
H15 0.6407 0.3661 -3.3820  0.573
H16 1.3416 -0.1722 -2.0937  0.251
O2 0.9054 3.0082 -2.1264  -0.683
H17 1.2565 3.4404 -2.8419  0.254
H18 1.1604 2.0506 -2.2622  0.414
O3 1.7392 -0.4721 2.8129  -0.807
H19 1.4732 0.4379 2.7781  0.288
H20 0.9819 -0.9946 3.1515  0.469
O4 -1.6842 2.4090 -2.3534  -0.734
H21 -2.1366 2.7840 -1.6196  0.283
H22 -0.7745 2.7200 -2.2886  0.447
O5 0.6323 -3.6645 1.6189  -0.815
H23 1.2706 -3.0412 1.2770  0.460
H24 -0.1136 -3.6217 1.0286  0.357
O6 -1.0631 0.1374 -3.6259  -0.893
H25 -1.4785 0.9678 -3.3265  0.419
H26 -1.0889 -0.4775 -2.8640  0.376
O7 -0.4393 -1.9439 3.3721  -0.873
H27 -0.0355 -2.7411 2.9591  0.511
H28 -1.0442 -1.6376 2.6682  0.400
O8 1.9899 -1.6592 0.4969  -0.784
H29 1.9539 -1.0941 1.3419  0.380
H30 2.9168 -1.6687 0.2508  0.339

Results
Charge: 0
HOMO level in eV: -9.54

---

Most stable structure: x

---

--- w ---
# C6H10N3OS

A gas-phase ion, C6H10N3OS (charge +1) (ωB97M-V with the def2-TZVPD basis set, the OMol25 dataset).

Last column: Mulliken charge in e.
Positions of all 21 atoms, in Å:
C1 2.0655 -0.3759 -0.4410  0.240
C2 0.3476 1.6442 0.1806  0.839
C3 -2.5171 -0.1294 -0.6758  -0.035
C4 1.2216 0.9030 -0.8684  -1.111
C5 -1.3753 0.0534 0.1272  -0.117
C6 -0.5300 -2.8531 0.4182  -0.995
N1 1.8020 -1.4593 0.0916  -0.504
N2 -0.8484 1.3114 0.4290  -0.106
N3 0.9919 2.5522 0.9669  -0.455
O1 -3.1265 0.8873 -0.8419  -0.478
S1 -0.1238 -1.1653 0.7570  0.326
H1 3.1470 -0.1943 -0.6503  0.373
H2 -2.9306 -1.0075 -1.2008  0.378
H3 2.0232 1.5013 -1.3260  0.472
H4 0.4874 0.4804 -1.6088  0.362
H5 -1.3561 -3.2829 0.9633  0.391
H6 0.3533 -3.3578 0.6141  0.448
H7 -0.8216 -3.0181 -0.6275  0.337
H8 -1.3030 1.8796 1.1119  0.218
H9 1.9783 2.6512 0.8461  0.214
H10 0.5146 2.9795 1.7347  0.203

Results
Charge: +1
HOMO level (spin up / spin down) in eV: -12.28 / -12.27

---

--- x ---
# C6H10N3OS

A gas-phase ion, C6H10N3OS (charge +1) (ωB97M-V with the def2-TZVPD basis set, the OMol25 dataset).

Last column: Mulliken charge in e.
Positions of all 21 atoms, in Å:
C1 1.1654 0.6903 2.0492  -1.295
C2 -0.2907 0.5504 1.5188  0.637
S1 -1.5727 1.0467 2.7522  -0.193
N1 -0.3772 1.8023 0.2124  -0.521
C3 -0.1708 1.2694 -0.9176  -0.362
C4 0.3873 -0.1393 -1.2716  0.101
C5 0.3681 -0.3615 -2.8096  -0.091
O1 -0.1421 -1.3059 -3.3680  -0.486
C6 -0.2884 -1.1043 -0.3522  0.479
N2 -0.6404 -2.2603 -0.8025  -0.295
N3 -0.5692 -0.6902 0.8740  -0.233
H1 1.5885 -0.2614 2.0889  0.427
H2 1.3244 1.0642 3.0761  0.372
H3 1.9079 1.3743 1.5364  0.322
H4 -1.5419 2.2938 2.3126  0.224
H5 -0.1110 2.0281 -1.7481  0.345
H6 1.4221 0.1213 -0.9298  0.346
H7 0.6463 0.4310 -3.4364  0.438
H8 -0.7901 -2.3185 -1.8559  0.277
H9 -0.9853 -3.0651 -0.3530  0.195
H10 -1.3303 -1.1653 1.4241  0.313

Results
Charge: +1
HOMO level in eV: -13.21

---

Most stable structure: x

---

--- w ---
# ClFeH4O2

A molecular structure, ClFeH4O2 (ωB97M-V with the def2-TZVPD basis set, the OMol25 dataset).

Last column: Mulliken charge in e.
Positions of all 8 atoms, in Å:
Fe1 2.4037 0.4317 2.0840  1.103
Cl1 1.3684 -0.3332 0.1433  -0.170
O1 -1.0477 2.6767 -0.3461  -0.584
H1 -0.4833 3.4356 -0.5197  0.331
H2 -0.4465 1.9698 -0.1001  0.273
O2 -0.7544 -2.8169 -0.0739  -0.567
H3 -0.2686 -2.0222 -0.3076  0.275
H4 -0.7716 -3.3414 -0.8798  0.338

Results
Charge: +1
⟨S²⟩: 6.007
2S+1: 5
HOMO level (spin up / spin down) in eV: -14.13 / -14.12

---

--- x ---
# ClFeH4O2

A molecular structure, ClFeH4O2 (ωB97M-V with the def2-TZVPD basis set, the OMol25 dataset).

Last column: Mulliken charge in e.
Positions of all 8 atoms, in Å:
Fe1 -1.9836 2.3758 0.2557  1.144
Cl1 0.1614 1.5786 0.3074  -0.240
O1 1.3950 -1.0191 2.1162  -0.558
H1 1.0405 -0.2792 1.6168  0.277
H2 1.6235 -1.6793 1.4555  0.332
O2 -0.9087 -0.2220 -2.2573  -0.612
H3 -0.1878 0.2162 -1.7951  0.322
H4 -1.1404 -0.9710 -1.6992  0.336

Results
Charge: +1
⟨S²⟩: 6.007
2S+1: 5
HOMO level (spin up / spin down) in eV: -14.25 / -14.25

---

Most stable structure: x